The following is a quantum chemistry calculation of a cluster of 2 separate species, C5H9FN3O in total in a non-equilibrium geometry, from OMol25.

- Total energy: -14554.5452 eV
- Frontier orbital gap (spin up / spin down): 8.06 / 8.51 eV
- LUMO (spin up / spin down): -4.7 / -4.0 eV
- HOMO level (spin up / spin down): -12.710 / -12.484 eV
- Net charge: +1

Last column: Mulliken charge in e.
Positions of all 19 atoms, in Å:
C: 1.196 -1.793 1.004  -0.207
C: -1.071 -1.732 1.503  0.424
C: 1.184 -0.458 0.299  -0.713
C: -0.176 0.048 -0.012  0.211
C: 0.071 2.761 -0.233  -0.210
N: 0.180 -2.290 1.446  -0.420
N: -1.250 -0.498 0.654  -0.308
N: -0.344 0.042 -1.619  -0.329
O: -2.127 -2.074 1.979  -0.470
F: -0.538 2.775 -1.380  -0.252
H: 2.021 -2.398 0.945  0.531
H: 1.693 0.208 0.990  0.291
H: 1.889 -0.372 -0.518  0.551
H: 1.206 2.764 -0.328  0.265
H: -0.441 3.414 0.537  0.318
H: -2.285 -0.377 0.594  0.305
H: 0.536 -0.081 -2.166  0.359
H: -0.864 0.816 -1.954  0.325
H: -0.878 -0.756 -1.740  0.328